Record 1
Formula: C27H46N5O5P
Source: the Open Molecules 2025 dataset
Level of theory: wB97M-V/def2-TZVPD

## Properties
Largest force on an atom, eV Å⁻¹: 7.21
Energy, hartree: -2047.3185
HOMO level, Eh: -0.3112

```
! RIJCOSX wB97M-V def2-TZVPD def2/J DEFGRID3
* xyz 0 1
C 0.8462 -2.9772 0.1011
C 0.1322 -2.4081 -0.8629
C -0.4086 -1.3385 -1.9642
O -1.5816 -0.5997 -1.5225
P -1.2726 0.3951 -0.1690
O -1.2110 -0.3852 1.1820
O -2.6589 1.4255 -0.0275
C -3.7407 0.7047 0.6785
O 0.0590 1.4471 -0.3378
C 1.3276 0.7896 -0.0665
C 2.3915 1.9888 0.6033
C 4.0077 1.4786 0.7271
O 2.9631 1.6592 1.9672
H 1.6378 -3.3702 0.8455
H -0.6959 -1.9220 -2.9236
H 0.4297 -0.5895 -2.2653
H -3.5607 0.9314 1.8059
H -4.7386 1.1876 0.3503
H -3.7147 -0.4383 0.4788
H 1.2848 -0.0570 0.7041
H 1.8299 0.5182 -1.0604
H 2.1876 3.1450 0.2950
H 3.7058 0.6287 -0.0356
H 4.4596 0.7184 1.4394
C 7.6254 2.7473 -2.2417
C 8.2508 1.9370 -1.1082
C 8.1020 0.4254 -1.2977
C 6.6437 0.0579 -1.3481
N 5.4872 -0.2334 -1.3888
H 6.5454 2.5843 -2.3052
H 7.7828 3.8164 -2.0735
H 8.0700 2.4853 -3.2064
H 7.7886 2.2386 -0.1620
H 9.3146 2.1840 -1.0403
H 8.5764 -0.1059 -0.4677
H 8.5834 0.1052 -2.2241
C 5.8044 2.4495 -6.4838
C 5.6183 0.9361 -6.5214
C 5.8320 0.2761 -5.1573
C 7.2347 0.5361 -4.6778
N 8.3462 0.7435 -4.2971
H 6.8247 2.7235 -6.2017
H 5.6143 2.8800 -7.4704
H 5.1139 2.9120 -5.7715
H 6.3145 0.5113 -7.2523
H 4.6066 0.7110 -6.8722
H 5.6747 -0.8032 -5.2328
H 5.1235 0.6713 -4.4234
C 1.1253 -8.2875 -1.7183
C 2.4740 -7.7083 -2.1328
C 2.5322 -6.1845 -2.0047
C 1.4914 -5.5566 -2.8923
N 0.6638 -5.0572 -3.5975
H 0.3170 -7.9257 -2.3595
H 1.1395 -9.3776 -1.7984
H 0.8874 -8.0250 -0.6826
H 2.6833 -8.0020 -3.1669
H 3.2572 -8.1492 -1.5084
H 3.5201 -5.8202 -2.2995
H 2.3526 -5.8786 -0.9700
C -6.6547 -1.2094 4.8793
C -5.2993 -0.6369 4.4773
C -5.2386 0.8877 4.5949
C -6.2671 1.5119 3.6896
N -7.0818 2.0060 2.9723
H -7.4541 -0.8503 4.2254
H -6.6425 -2.3001 4.8075
H -6.9047 -0.9386 5.9100
H -5.0780 -0.9387 3.4480
H -4.5253 -1.0750 5.1145
H -4.2461 1.2474 4.3097
H -5.4301 1.2019 5.6250
C -9.9536 3.3953 3.9480
C -10.7093 4.5016 4.6766
C -9.8348 5.2582 5.6790
C -9.3215 4.3088 6.7289
N -8.9149 3.5568 7.5606
H -9.5981 2.6267 4.6394
H -10.6073 2.9023 3.2237
H -9.0914 3.7988 3.4090
H -11.5704 4.0631 5.1921
H -11.1018 5.2091 3.9397
H -10.4158 6.0473 6.1642
H -8.9855 5.7253 5.1721
*
```

---

Record 2
Formula: C27H47AsN3O2PS2Si3W
Source: the Open Molecules 2025 dataset
Level of theory: wB97M-V/def2-TZVPD

## Properties
Largest force on an atom, eV Å⁻¹: 1.48
Energy, hartree: -5680.5736
HOMO level (spin up / spin down), Eh: -0.5000 / -0.5016

```
! RIJCOSX wB97M-V def2-TZVPD def2/J DEFGRID3
* xyz 2 3
W 0.0898 -0.8983 1.2141
N -0.0014 -0.8241 3.5770
C -0.8980 -1.9585 3.9699
C -1.1679 -2.3144 2.5319
O -1.8486 -1.4430 1.8780
O -0.3160 -3.0072 1.9049
H 0.8916 -0.8647 4.0546
H -0.4560 0.0824 3.8038
H -1.7679 -1.6158 4.5213
H -0.3616 -2.7380 4.4991
S -1.1352 2.1164 4.0382
P -1.5129 2.4186 2.1479
S -0.2596 1.3518 0.7352
C -1.1973 4.1107 1.6280
C -2.2316 5.0393 1.7366
C -1.9856 6.3768 1.4681
C -0.7146 6.7891 1.0957
C 0.3196 5.8672 0.9983
C 0.0817 4.5306 1.2686
C -3.1696 1.9837 1.6110
C -3.9677 1.1793 2.4180
C -5.2429 0.8336 1.9944
C -5.7185 1.2963 0.7762
C -4.9226 2.1037 -0.0295
C -3.6466 2.4437 0.3816
H -3.2234 4.7258 2.0360
H -2.7880 7.0967 1.5533
H -0.5261 7.8333 0.8857
H 1.3119 6.1935 0.7173
H 0.8957 3.8183 1.2050
H -3.5961 0.8476 3.3789
H -5.8707 0.2177 2.6238
H -6.7191 1.0377 0.4557
H -5.3026 2.4727 -0.9729
H -3.0285 3.0787 -0.2427
C 2.8693 -3.3118 1.8995
C 3.0460 -1.8434 2.0228
N 2.1529 -0.8703 1.8186
C 2.7820 0.3368 2.1373
C 4.0468 0.0770 2.5270
N 4.1901 -1.2889 2.4461
H 1.8210 -3.5717 1.7985
H 3.2591 -3.8043 2.7911
H 3.4160 -3.6958 1.0385
H 2.2689 1.2769 2.0572
H 4.8431 0.7272 2.8427
H 5.0194 -1.8105 2.6869
C 1.5271 -4.5372 -1.0819
Si 2.2125 -2.9866 -1.8614
C 2.2548 -3.2172 -3.7051
C 3.8956 -2.4491 -1.2281
As 0.7763 -1.1172 -1.2552
Si 1.5081 0.8629 -2.4253
C 2.3866 0.2377 -3.9389
C 0.0337 1.9018 -2.8719
C 2.7227 1.7256 -1.3076
Si -1.4703 -1.6817 -1.9868
C -1.9819 -3.3158 -1.2545
C -2.6524 -0.3473 -1.4638
C -1.3824 -1.7918 -3.8483
H 2.3447 -5.2466 -0.9256
H 0.8340 -5.0042 -1.7836
H 1.0055 -4.4026 -0.1357
H 2.7475 -4.1723 -3.9086
H 2.8129 -2.4395 -4.2236
H 1.2574 -3.2684 -4.1374
H 4.4959 -3.3077 -0.9178
H 3.8508 -1.7407 -0.3989
H 4.4384 -1.9612 -2.0406
H 1.7342 -0.3124 -4.6175
H 3.2312 -0.4006 -3.6738
H 2.7884 1.0968 -4.4829
H -0.6585 1.3780 -3.5321
H 0.4071 2.7745 -3.4170
H -0.5088 2.2643 -1.9996
H 3.5652 1.0730 -1.0680
H 2.2786 2.0866 -0.3814
H 3.1220 2.5906 -1.8453
H -2.3524 -3.2120 -0.2350
H -1.1972 -4.0682 -1.2587
H -2.8055 -3.6956 -1.8664
H -2.8371 -0.3109 -0.3892
H -3.6095 -0.5772 -1.9438
H -2.3466 0.6456 -1.7922
H -0.9207 -2.7265 -4.1655
H -0.8372 -0.9664 -4.3085
H -2.3985 -1.7829 -4.2516
*
```

---

Record 3
Formula: C27H47CrFGeI2N3O3Si3
Source: the Open Molecules 2025 dataset
Level of theory: wB97M-V/def2-TZVPD

## Properties
Largest force on an atom, eV Å⁻¹: 1.22
Energy, hartree: -6131.7315
HOMO level (spin up / spin down), Eh: -0.4506 / -0.4639

```
! RIJCOSX wB97M-V def2-TZVPD def2/J DEFGRID3
* xyz 2 6
Cr 2.8819 0.9181 -0.0538
I 5.4793 1.5780 0.5816
C 4.8802 2.2586 2.4946
I 2.8229 2.0208 2.8936
H 5.1180 3.3104 2.5396
H 5.4282 1.6709 3.2130
F -3.5092 -1.2921 0.7701
C -3.1077 -0.0702 0.3721
C -1.7835 0.1946 0.2895
C -1.3351 1.4871 -0.0170
C 0.0858 1.7676 -0.1268
O 0.9126 0.8052 0.0150
C 0.4435 3.1027 -0.3712
C -0.5424 4.0444 -0.4967
N -1.8557 3.7910 -0.4545
C -2.8176 4.8889 -0.5588
C -2.5276 6.0379 -1.4647
C -3.6113 5.0632 -1.8191
C -2.2894 2.4898 -0.2099
C -3.6603 2.1792 -0.1753
C -4.0971 0.8982 0.0964
N -5.4625 0.5719 0.1113
C -6.4763 1.4999 0.5727
C -7.5724 1.6793 -0.4573
N -8.1572 0.3145 -0.7697
C -7.0812 -0.6512 -1.2387
C -5.9964 -0.7511 -0.1772
C 1.8545 3.6187 -0.5313
O 2.0275 4.8166 -0.4788
O 2.7654 2.7175 -0.7673
H -1.0646 -0.5842 0.4985
H -0.2449 5.0752 -0.6377
H -3.3153 5.0991 0.3775
H -1.6280 6.0005 -2.0666
H -2.7921 7.0254 -1.1143
H -3.4100 4.3832 -2.6408
H -4.6458 5.3735 -1.7242
H -4.3762 2.9591 -0.3977
H -6.0498 2.4702 0.8030
H -6.9263 1.1243 1.5036
H -7.1780 2.0709 -1.3908
H -8.3747 2.3185 -0.1021
H -8.8921 0.3946 -1.4683
H -8.5960 -0.0596 0.0713
H -6.6821 -0.2411 -2.1624
H -7.5503 -1.6111 -1.4376
H -5.2285 -1.4165 -0.5542
H -6.4111 -1.2137 0.7297
C 0.1140 -1.6113 -1.5828
Si 1.9149 -2.0097 -1.6584
C 2.0930 -3.8211 -2.0020
C 2.7064 -0.9806 -2.9909
Ge 3.1967 -1.5930 0.3639
Si 2.3146 -2.4877 2.4025
C 3.5183 -2.2104 3.7740
C 2.1058 -4.3056 2.1151
C 0.6920 -1.7142 2.8271
Si 5.4538 -2.3974 -0.0175
C 6.5955 -2.0366 1.4007
C 5.3583 -4.2416 -0.1828
C 6.1473 -1.6492 -1.5765
H -0.3220 -1.9211 -2.5424
H -0.0660 -0.5398 -1.4434
H -0.3955 -2.1645 -0.7808
H 1.3835 -4.1008 -2.7934
H 1.8759 -4.4284 -1.1148
H 3.1011 -4.0714 -2.3473
H 2.0921 -0.9528 -3.8998
H 3.6921 -1.3773 -3.2579
H 2.8462 0.0534 -2.6670
H 4.5085 -2.5859 3.5043
H 3.1883 -2.7538 4.6710
H 3.6065 -1.1487 4.0333
H 3.0716 -4.7853 1.9162
H 1.4350 -4.5216 1.2742
H 1.6805 -4.7641 3.0199
H 0.7094 -0.6348 2.6491
H 0.4693 -1.8832 3.8896
H -0.1185 -2.1625 2.2392
H 6.1380 -2.2074 2.3792
H 6.9766 -1.0139 1.3740
H 7.4548 -2.7166 1.3127
H 4.9440 -4.7047 0.7209
H 6.3809 -4.6226 -0.3171
H 4.7610 -4.5679 -1.0376
H 5.7837 -0.6369 -1.7680
H 5.8999 -2.2536 -2.4563
H 7.2417 -1.6038 -1.4986
*
```

---

Record 4
Formula: C27H47F6N2OP2SSbY
Source: the Open Molecules 2025 dataset
Level of theory: wB97M-V/def2-TZVPD

## Properties
Largest force on an atom, eV Å⁻¹: 0.94
Energy, hartree: -3200.2492
HOMO level (spin up / spin down), Eh: -0.5239 / -0.5241

```
! RIJCOSX wB97M-V def2-TZVPD def2/J DEFGRID3
* xyz 2 2
Y 1.3486 -0.9598 0.1165
F 2.7124 -1.3015 -1.7813
Sb 4.2350 -2.1944 -0.9435
F 4.4666 -3.4074 -2.3269
F 3.6831 -0.9647 0.4684
F 5.4110 -0.9303 -1.5960
F 1.2817 -1.9239 1.8629
F 5.3858 -3.0583 0.2449
C 0.8898 3.1534 2.9420
C 1.6010 3.1592 1.5792
C 2.1082 4.5797 1.2942
C 2.7861 2.1879 1.7069
P 0.4132 2.5728 0.2374
N 0.3659 0.9512 0.4390
C -1.2942 3.2924 0.4789
C -1.9349 2.6377 1.7190
C -1.2945 4.8185 0.6421
C -2.1826 2.9266 -0.7231
C 1.0654 2.8390 -1.5062
C 2.5555 2.4789 -1.5909
C 0.3406 1.8823 -2.4712
C 0.8836 4.2848 -1.9883
H 1.6473 3.3541 3.7013
H 0.4376 2.1884 3.1711
H 0.1373 3.9325 3.0292
H 2.6818 4.9063 2.1641
H 1.2981 5.2952 1.1553
H 2.7704 4.6326 0.4346
H 3.4413 2.5736 2.4900
H 3.3843 2.0917 0.8069
H 2.4602 1.1989 2.0384
H -1.5676 3.0556 2.6532
H -1.7940 1.5570 1.7357
H -3.0077 2.8330 1.6789
H -0.7917 5.1441 1.5495
H -2.3335 5.1457 0.7179
H -0.8519 5.3388 -0.2071
H -2.1972 1.8515 -0.9085
H -1.9025 3.4459 -1.6362
H -3.2014 3.2333 -0.4817
H 2.7682 1.4598 -1.2607
H 3.1973 3.1602 -1.0419
H 2.8482 2.5342 -2.6406
H 0.4068 0.8369 -2.1545
H 0.8329 1.9509 -3.4426
H -0.7087 2.1206 -2.6148
H 1.3695 5.0081 -1.3350
H -0.1617 4.5623 -2.0972
H 1.3453 4.3738 -2.9738
N -0.5182 -1.9017 -0.7522
S -1.8579 -1.0239 -0.9982
C -2.9457 -1.9546 -2.0402
C -3.0807 -1.5264 -3.3532
C -3.9097 -2.2388 -4.2089
C -4.5821 -3.3589 -3.7442
C -4.4366 -3.7784 -2.4249
C -3.6181 -3.0739 -1.5603
C -2.7880 -0.9584 0.5270
C -4.0455 -0.3641 0.4885
C -4.7423 -0.1947 1.6727
C -4.1830 -0.6096 2.8765
C -2.9270 -1.1955 2.8983
C -2.2136 -1.3697 1.7175
H -0.7565 -2.8765 -0.5796
H -2.5526 -0.6470 -3.7009
H -4.0342 -1.9140 -5.2327
H -5.2333 -3.9081 -4.4109
H -4.9753 -4.6467 -2.0703
H -3.5268 -3.3718 -0.5223
H -4.4811 -0.0481 -0.4522
H -5.7255 0.2562 1.6570
H -4.7327 -0.4770 3.7987
H -2.4947 -1.5214 3.8349
H -1.2298 -1.8198 1.7419
C 3.4091 -4.3458 2.2273
P 2.7651 -4.6410 0.5975
C 3.7356 -5.8436 -0.2837
C 1.0687 -5.1736 0.7039
O 2.7076 -3.2896 -0.2291
H 4.4855 -4.1869 2.1834
H 3.1924 -5.2056 2.8636
H 2.9108 -3.4609 2.6276
H 3.6728 -6.7975 0.2440
H 4.7777 -5.5279 -0.3236
H 3.3521 -5.9630 -1.2970
H 1.0202 -6.1527 1.1822
H 0.6461 -5.2453 -0.2988
H 0.5116 -4.4530 1.3050
*
```